[1]
The following is a quantum chemistry calculation of 2 unconnected molecules or ions with the total composition C4H2N2O in a non-equilibrium geometry, from OMol25.

Calculated total energy ... -9202.075 eV
HOMO level (alpha / beta) ... -10.0 / -10.0 eV
LUMO energy (alpha / beta) ... -2.34 / -2.37 eV
Frontier orbital gap (alpha / beta) ... 7.7 / 7.6 eV
M ... 94.1 g mol⁻¹
Maximum force ... 1.4 eV Å⁻¹

CARTESIAN COORDINATES (ANGSTROEM)
1 C 1.071 0.367 -0.611
2 C -1.811 -0.822 -0.499
3 C 1.678 -0.488 0.108
4 C -2.359 0.489 -0.198
5 N 0.465 1.179 -1.252
6 N -1.356 -1.852 -0.701
7 O -3.412 0.678 0.334
8 H 2.053 -1.254 0.722
9 H -1.655 1.297 -0.501

Atomic partial charges in e from the Mulliken method, atoms 1 to 8: atom 1 (C): 0.627, atom 2 (C): 0.182, atom 3 (C): -0.588, atom 4 (C): 0.123, atom 5 (N): -0.490, atom 6 (N): -0.292, atom 7 (O): -0.389, atom 8 (H): 0.424


[2]
The following is a quantum chemistry calculation of a single C4H2N2O3 molecule in a non-equilibrium geometry, from OMol25.

Calculated total energy ... -13295.548 eV
HOMO level ... -10.3 eV
LUMO energy ... -2.39 eV
Frontier orbital gap ... 7.9 eV
M ... 126.1 g mol⁻¹
SMILES ... O=c1cconnc1=O
Maximum force ... 10.7 eV Å⁻¹

CARTESIAN COORDINATES (ANGSTROEM)
1 C 0.322 -1.222 -0.285
2 C 1.440 -0.610 0.037
3 C 1.775 0.784 0.393
4 C -0.928 -0.390 -0.142
5 H 2.304 -1.074 -0.339
6 H 2.860 1.171 0.500
7 N -0.322 2.091 -0.140
8 N -1.122 1.163 -0.374
9 O -0.086 -2.494 -0.412
10 O 0.833 1.713 0.701
11 O -2.085 -1.001 0.137

Atomic partial charges in e from the Mulliken method, atoms 1 to 8: atom 1 (C): 0.686, atom 2 (C): -0.598, atom 3 (C): -0.012, atom 4 (C): 0.466, atom 5 (H): 0.329, atom 6 (H): 0.339, atom 7 (N): 0.001, atom 8 (N): -0.021


[3]
The following is a quantum chemistry calculation of a single C4H2N2O4 molecule in a non-equilibrium geometry, from OMol25.

Calculated total energy ... -15341.590 eV
HOMO level ... -11.2 eV
LUMO energy ... -1.54 eV
Frontier orbital gap ... 9.6 eV
M ... 142.1 g mol⁻¹
SMILES ... O=Cc1cc([N+](=O)[O-])no1
Maximum force ... 12.8 eV Å⁻¹

CARTESIAN COORDINATES (ANGSTROEM)
1 C 2.424 0.277 0.138
2 C 1.070 -0.119 0.090
3 C -0.056 0.702 -0.052
4 C -0.985 -0.331 -0.076
5 H 2.780 0.951 1.211
6 H -0.511 1.467 0.051
7 N -0.466 -1.504 -0.058
8 N -2.415 -0.125 -0.269
9 O 3.401 -0.050 -0.690
10 O 0.858 -1.350 0.044
11 O -2.884 1.090 -0.186
12 O -3.216 -1.008 -0.202

Atomic partial charges in e from the Mulliken method, atoms 1 to 8: atom 1 (C): -0.264, atom 2 (C): 0.543, atom 3 (C): -0.623, atom 4 (C): 0.413, atom 5 (H): 0.221, atom 6 (H): 0.689, atom 7 (N): -0.360, atom 8 (N): 0.846


[4]
The following is a quantum chemistry calculation of a molecular structure, C4H2N2OS in a non-equilibrium geometry, from OMol25.

Calculated total energy ... -20037.821 eV
HOMO level (alpha / beta) ... -8.8 / -8.8 eV
LUMO energy (alpha / beta) ... -1.25 / -1.25 eV
Frontier orbital gap (alpha / beta) ... 7.6 / 7.6 eV
M ... 126.1 g mol⁻¹
Maximum force ... 5.3 eV Å⁻¹

CARTESIAN COORDINATES (ANGSTROEM)
1 C -1.704 1.203 -0.022
2 C 0.387 0.579 -0.101
3 C -0.130 -0.690 -0.267
4 C 1.685 -0.097 -0.004
5 N -0.466 1.560 0.045
6 N 1.016 -1.418 -0.319
7 O 2.790 0.275 0.204
8 S -1.886 -0.628 -0.227
9 H -2.570 1.802 -0.122
10 H 0.879 -2.585 0.814

Atomic partial charges in e from the Mulliken method, atoms 1 to 8: atom 1 (C): -0.135, atom 2 (C): 0.290, atom 3 (C): 0.528, atom 4 (C): 0.360, atom 5 (N): -0.608, atom 6 (N): -0.561, atom 7 (O): -0.460, atom 8 (S): -0.140